a.
{
  "formula": "C4H12",
  "method": "ωB97M-V/def2-TZVPD",
  "elements": ["C", "C", "H", "H", "H", "H", "H", "H", "C", "C", "H", "H", "H", "H", "H", "H"],
  "positions_angstrom": [[1.905, 0.306, -0.266], [1.981, -1.252, -0.413], [1.428, 0.626, 0.645], [2.920, 0.642, -0.461], [1.316, 0.651, -1.122], [1.060, -1.779, -0.175], [2.759, -1.516, 0.303], [2.260, -1.567, -1.416], [-1.526, 1.006, 0.695], [-2.432, -0.059, 0.062], [-0.548, 0.912, 0.206], [-1.746, 2.035, 0.393], [-1.544, 1.005, 1.781], [-3.483, 0.179, 0.171], [-2.149, -0.976, 0.586], [-2.201, -0.213, -0.991]],
  "lumo_ev": 1.14,
  "spin_multiplicity": 1,
  "orbital_gap_ev": 12.6,
  "homo_energy_ev": -11.49,
  "smiles": "CC.CC"
}

***

b.
{
  "formula": "C4H12",
  "method": "ωB97M-V/def2-TZVPD",
  "elements": ["C", "C", "H", "H", "H", "H", "H", "H", "C", "C", "H", "H", "H", "H", "H", "H"],
  "positions_angstrom": [[0.926, 1.682, -0.346], [-0.008, 2.787, -0.838], [1.106, 1.788, 0.716], [0.488, 0.728, -0.641], [1.851, 1.606, -0.910], [-0.528, 2.478, -1.740], [0.519, 3.729, -1.037], [-0.703, 3.112, -0.061], [0.134, -1.855, 0.382], [-1.051, -2.674, 0.873], [0.500, -1.071, 1.040], [1.012, -2.472, 0.159], [-0.100, -1.378, -0.572], [-1.377, -3.414, 0.147], [-1.904, -1.989, 0.957], [-0.865, -3.059, 1.872]],
  "lumo_ev": 1.13,
  "spin_multiplicity": 1,
  "orbital_gap_ev": 12.5,
  "homo_energy_ev": -11.34,
  "smiles": "CC.CC"
}

***

c.
{
  "formula": "C4H12",
  "method": "ωB97M-V/def2-TZVPD",
  "elements": ["C", "C", "H", "H", "H", "H", "H", "H", "C", "C", "H", "H", "H", "H", "H", "H"],
  "positions_angstrom": [[2.433, 0.178, -0.526], [1.973, -0.748, -1.679], [2.033, 1.215, -0.518], [2.259, -0.319, 0.432], [3.584, 0.253, -0.493], [0.934, -0.466, -1.689], [2.410, -0.601, -2.658], [2.236, -1.747, -1.589], [-2.573, 0.018, 0.422], [-1.871, 0.558, 1.756], [-2.331, 0.697, -0.430], [-2.061, -0.892, 0.237], [-3.613, -0.319, 0.683], [-2.337, 0.441, 2.724], [-1.953, 1.671, 1.667], [-0.938, 0.032, 1.796]],
  "lumo_ev": 1.04,
  "spin_multiplicity": 1,
  "orbital_gap_ev": 12.3,
  "homo_energy_ev": -11.31,
  "smiles": "CC.CC"
}

***

d.
{
  "formula": "C4H12",
  "method": "ωB97M-V/def2-TZVPD",
  "elements": ["C", "C", "H", "H", "H", "H", "H", "H", "C", "C", "H", "H", "H", "H", "H", "H"],
  "positions_angstrom": [[0.525, 1.422, 2.552], [-0.506, 0.562, 1.850], [1.455, 1.469, 1.981], [0.233, 2.442, 2.817], [0.763, 0.997, 3.536], [-1.442, 0.450, 2.393], [-0.208, -0.488, 1.774], [-0.760, 0.995, 0.883], [0.722, -1.206, -2.064], [-0.709, -0.736, -2.373], [0.702, -2.207, -1.633], [1.317, -1.301, -2.972], [1.213, -0.500, -1.389], [-1.015, -0.948, -3.400], [-1.441, -1.279, -1.763], [-0.849, 0.328, -2.193]],
  "lumo_ev": 1.12,
  "spin_multiplicity": 1,
  "orbital_gap_ev": 12.9,
  "homo_energy_ev": -11.76,
  "smiles": "CC.CC"
}

***

Which of them is the least stable? Correct choice: c.

***

a.
{
  "formula": "C4H11N3O2",
  "method": "ωB97M-V/def2-TZVPD",
  "elements": ["H", "N", "C", "N", "N", "C", "H", "H", "H", "H", "H", "H", "C", "C", "O", "O", "H", "H", "H", "H"],
  "positions_angstrom": [[0.250, 1.575, -1.022], [0.305, 0.607, -0.844], [1.379, -0.190, -0.799], [1.193, -1.479, -0.342], [2.593, 0.047, -1.525], [2.647, 1.277, -2.205], [1.520, -2.226, -1.114], [0.234, -1.492, 0.045], [3.179, -0.771, -1.717], [2.156, 2.101, -1.548], [2.232, 1.243, -3.183], [3.601, 1.724, -2.241], [-3.391, 0.273, 1.877], [-1.975, -0.173, 1.553], [-1.005, -0.206, 2.355], [-1.705, -0.410, 0.345], [-3.823, 0.628, 0.912], [-3.244, 1.191, 2.494], [-4.087, -0.503, 2.340], [-0.946, 0.110, -0.140]],
  "lumo_ev": 0.54,
  "spin_multiplicity": 1,
  "orbital_gap_ev": 9.6,
  "homo_energy_ev": -9.10,
  "smiles": "[H]/N=C(/N)NC.CC(=O)O"
}

***

b.
{
  "formula": "C4H11N3O2",
  "method": "ωB97M-V/def2-TZVPD",
  "elements": ["C", "C", "N", "N", "N", "H", "H", "H", "H", "H", "H", "H", "H", "C", "C", "O", "O", "H", "H", "H"],
  "positions_angstrom": [[-3.001, -1.359, -1.945], [-1.031, -0.999, -0.417], [-0.520, -0.017, -1.254], [-2.387, -1.652, -0.655], [-0.273, -1.203, 0.732], [-0.995, 0.240, -1.945], [0.634, 0.561, -0.851], [-2.378, -2.789, -0.570], [-0.184, -2.147, 1.152], [0.167, -0.375, 1.265], [-3.989, -1.842, -2.068], [-2.425, -1.318, -2.886], [-3.497, -0.317, -1.743], [3.006, 2.136, 1.361], [1.782, 1.250, 0.925], [1.541, 1.108, -0.293], [1.020, 0.755, 1.789], [2.987, 3.152, 0.916], [4.040, 1.715, 1.007], [2.871, 2.144, 2.446]],
  "lumo_ev": 0.61,
  "spin_multiplicity": 1,
  "orbital_gap_ev": 10.2,
  "homo_energy_ev": -9.54
}

***

c.
{
  "formula": "C4H11N3O2",
  "method": "ωB97M-V/def2-TZVPD",
  "elements": ["C", "N", "C", "N", "N", "H", "H", "H", "H", "H", "H", "H", "C", "C", "O", "O", "H", "H", "H", "H"],
  "positions_angstrom": [[-1.723, 0.321, 1.132], [-0.879, -0.574, 1.809], [0.334, -0.456, 2.147], [0.852, -1.491, 2.947], [1.335, 0.414, 1.751], [-1.290, 1.119, 0.512], [-2.573, 0.797, 1.629], [-2.301, -0.233, 0.359], [0.192, -1.843, 3.617], [1.779, -1.316, 3.301], [1.162, 1.287, 1.302], [2.298, 0.161, 1.788], [0.468, 1.521, -1.831], [0.037, 0.313, -2.580], [0.349, -0.085, -3.675], [-0.942, -0.365, -1.886], [1.493, 1.693, -2.206], [0.444, 1.405, -0.765], [-0.054, 2.411, -2.167], [-0.800, -1.306, -2.054]],
  "lumo_ev": 0.62,
  "spin_multiplicity": 1,
  "orbital_gap_ev": 9.2,
  "homo_energy_ev": -8.55,
  "smiles": "CN=C(N)N.CC(=O)O"
}

***

Which of them is the least stable? Correct choice: b.

***

a.
{
  "formula": "C4H11N3O2",
  "method": "ωB97M-V/def2-TZVPD",
  "elements": ["C", "N", "C", "N", "N", "C", "C", "O", "O", "H", "H", "H", "H", "H", "H", "H", "H", "H", "H", "H"],
  "positions_angstrom": [[0.782, 1.959, -0.792], [0.985, 0.606, -0.311], [-0.202, -0.332, -0.304], [-1.222, -0.082, -1.263], [-0.879, -0.309, 0.998], [0.056, -0.304, 2.156], [0.247, -1.811, -0.558], [1.143, -2.065, -1.298], [-0.445, -2.673, 0.176], [0.031, 2.472, -0.162], [1.766, 2.418, -1.005], [0.273, 2.061, -1.724], [1.513, 0.051, -1.027], [-1.441, 0.973, -1.441], [-0.939, -0.433, -2.081], [-1.419, 0.623, 0.989], [0.791, -1.120, 1.888], [0.602, 0.663, 2.136], [-0.552, -0.527, 2.995], [-1.091, -2.170, 0.628]],
  "lumo_ev": 0.69,
  "spin_multiplicity": 1,
  "orbital_gap_ev": 10.2,
  "homo_energy_ev": -9.47,
  "smiles": "CNC(N)(NC)C(=O)O"
}

***

b.
{
  "formula": "C4H11N3O2",
  "method": "ωB97M-V/def2-TZVPD",
  "elements": ["H", "N", "C", "N", "N", "C", "H", "H", "H", "H", "H", "H", "C", "C", "O", "O", "H", "H", "H", "H"],
  "positions_angstrom": [[-0.876, 1.245, 2.895], [-0.436, 0.774, 2.170], [0.695, 0.964, 1.655], [1.824, 1.781, 2.116], [1.074, 0.003, 0.714], [2.151, -0.846, 1.108], [2.773, 1.714, 1.720], [1.672, 2.116, 3.137], [0.672, 0.180, -0.247], [2.747, -1.214, 0.244], [1.676, -1.720, 1.337], [2.772, -0.526, 1.952], [-1.455, -0.006, -2.014], [-2.358, -0.966, -2.768], [-2.227, -1.080, -3.981], [-3.390, -1.612, -2.079], [-1.325, 1.079, -2.458], [-0.387, -0.341, -2.374], [-1.342, -0.196, -0.914], [-4.259, -1.350, -2.213]],
  "lumo_ev": 0.68,
  "spin_multiplicity": 1,
  "orbital_gap_ev": 9.3,
  "homo_energy_ev": -8.59,
  "smiles": "[H]/N=C(\\N)NC.CC(=O)O"
}

***

Which of them is the least stable? Correct choice: b.